Arrangement i

This record from the Open Molecules 2025 dataset describes 2 unconnected molecules or ions with the total composition H4O2. The level of theory is wB97M-V/def2-TZVPD.

Calculated values
* 2S+1: 1
* E_LUMO: 0.705 eV
* orbital gap: 12.40 eV
* E_HOMO: -11.695 eV

Each atom is followed by the atoms it is bonded to, with distances in Å.
Geometry (Å):
1 O 1.16248 -0.76649 0.91834  H2 0.945, H3 1.000
2 H 0.75236 -1.03623 0.11053  O1 0.945
3 H 1.59864 -1.61253 1.22418  O1 1.000
4 O -1.14900 0.94813 -0.96191  H5 0.938, H6 0.940
5 H -0.58597 0.81375 -0.22352  O4 0.938
6 H -1.87291 0.38186 -0.76263  O4 0.940

Electronic structure analysis, Löwdin charges in units of e: O -0.0691; H 0.0041; H 0.0723; O -0.0222; H -0.0047; H 0.0196

***

Arrangement ii

This record from the Open Molecules 2025 dataset describes 2 unconnected molecules or ions with the total composition H4O2. The level of theory is wB97M-V/def2-TZVPD.

Calculated values
* 2S+1: 1
* E_LUMO: 0.548 eV
* orbital gap: 11.64 eV
* E_HOMO: -11.097 eV

Each atom is followed by the atoms it is bonded to, with distances in Å.
Geometry (Å):
1 O 1.44553 -0.07002 -0.08818  H2 0.969, H3 1.013
2 H 2.25368 -0.27215 0.40682  O1 0.969
3 H 1.50346 0.92687 0.08502  O1 1.013
4 O -1.56904 -0.13385 0.00678  H5 1.003, H6 0.988
5 H -0.69382 0.27166 0.28286  O4 1.003
6 H -2.07525 0.70454 -0.12357  O4 0.988

Electronic structure analysis, Löwdin charges in units of e: O -0.0833; H 0.0408; H 0.0803; O -0.1025; H 0.0208; H 0.0439

***

Here is how they stack up, most stable first: arrangement i, arrangement ii.

***

Arrangement i

This record from the Open Molecules 2025 dataset describes 2 unconnected molecules or ions with the total composition H4O2. The level of theory is wB97M-V/def2-TZVPD.

Calculated values
* 2S+1: 1
* E_LUMO: 0.990 eV
* orbital gap: 12.05 eV
* E_HOMO: -11.065 eV

Each atom is followed by the atoms it is bonded to, with distances in Å.
Geometry (Å):
1 O 1.24371 -0.03344 -0.09744  H2 0.990, H3 0.938
2 H 0.96202 0.90030 0.07355  O1 0.990
3 H 1.64436 -0.45020 0.64150  O1 0.938
4 O -1.25717 0.07267 0.06054  H5 0.975, H6 0.926
5 H -0.46075 -0.39255 -0.25548  O4 0.975
6 H -2.03794 -0.37138 -0.16436  O4 0.926

Electronic structure analysis, Löwdin charges in units of e: O -0.0541; H 0.0870; H 0.0378; O -0.0703; H 0.0012; H -0.0016

***

Arrangement ii

This record from the Open Molecules 2025 dataset describes 2 unconnected molecules or ions with the total composition H4O2. The level of theory is wB97M-V/def2-TZVPD.

Calculated values
* 2S+1: 1
* E_LUMO: 0.695 eV
* orbital gap: 11.91 eV
* E_HOMO: -11.216 eV

Each atom is followed by the atoms it is bonded to, with distances in Å.
Geometry (Å):
1 O 1.30765 -0.11262 -0.10339  H2 1.000, H3 0.960
2 H 1.29766 0.84402 -0.39514  O1 1.000
3 H 2.19985 -0.19065 0.24344  O1 0.960
4 O -1.90300 0.02894 -0.11630  H5 0.986, H6 0.964
5 H -1.25651 0.32753 0.56498  O4 0.986
6 H -1.64565 -0.89722 -0.19358  O4 0.964

Electronic structure analysis, Löwdin charges in units of e: O -0.0807; H 0.0708; H 0.0276; O -0.0822; H 0.0359; H 0.0286

***

Arrangement iii

This record from the Open Molecules 2025 dataset describes 2 unconnected molecules or ions with the total composition H4O2. The level of theory is wB97M-V/def2-TZVPD.

Calculated values
* 2S+1: 1
* E_LUMO: 0.636 eV
* orbital gap: 11.59 eV
* E_HOMO: -10.958 eV

Each atom is followed by the atoms it is bonded to, with distances in Å.
Geometry (Å):
1 O 8.13503 6.65371 30.61577  H2 0.957, H3 0.957
2 H 8.61901 5.83518 30.72534  O1 0.957
3 H 7.55014 6.68984 31.37263  O1 0.957
4 O 7.34626 9.04062 29.22020  H5 0.957, H6 0.957
5 H 6.74251 9.39790 29.87140  O4 0.957
6 H 7.95873 8.50795 29.72753  O4 0.957

Electronic structure analysis, Löwdin charges in units of e: O -0.0408; H 0.0447; H 0.0443; O -0.0603; H 0.0244; H -0.0123

***

Arrangement iv

This record from the Open Molecules 2025 dataset describes 2 unconnected molecules or ions with the total composition H4O2. The level of theory is wB97M-V/def2-TZVPD.

Calculated values
* 2S+1: 1
* E_LUMO: 0.491 eV
* orbital gap: 11.28 eV
* E_HOMO: -10.791 eV

Each atom is followed by the atoms it is bonded to, with distances in Å.
Geometry (Å):
1 O -1.13931 -0.13209 -0.24028  H2 1.030, H3 0.965
2 H -1.04722 0.82213 0.13744  O1 1.030
3 H -1.40040 -0.80870 0.39609  O1 0.965
4 O 1.49149 -0.22990 -0.14409  H5 0.985, H6 0.973
5 H 0.51862 -0.38348 -0.12413  O4 0.985
6 H 1.57682 0.73204 -0.02501  O4 0.973

Electronic structure analysis, Löwdin charges in units of e: O -0.0808; H 0.1233; H 0.0630; O -0.1018; H -0.0320; H 0.0284

***

Here is how they stack up, most stable first: arrangement iii, arrangement ii, arrangement i, arrangement iv.

***

Arrangement i

This record from the Open Molecules 2025 dataset describes 2 unconnected molecules or ions with the total composition H4O2. The level of theory is wB97M-V/def2-TZVPD.

Calculated values
* 2S+1: 1
* E_LUMO: 0.591 eV
* orbital gap: 11.57 eV
* E_HOMO: -10.980 eV

Each atom is followed by the atoms it is bonded to, with distances in Å.
Geometry (Å):
1 O 1.51534 0.00118 -0.07923  H2 0.974, H3 0.983
2 H 1.98722 0.80977 0.18834  O1 0.974
3 H 1.91173 -0.77968 0.36812  O1 0.983
4 O -1.71214 -0.07873 -0.00739  H5 1.022, H6 1.001
5 H -1.58004 0.92378 0.14009  O4 1.022
6 H -0.74452 -0.33350 -0.00357  O4 1.001

Electronic structure analysis, Löwdin charges in units of e: O -0.0714; H 0.0511; H 0.0624; O -0.1278; H 0.0708; H 0.0150

***

Arrangement ii

This record from the Open Molecules 2025 dataset describes 2 unconnected molecules or ions with the total composition H4O2. The level of theory is wB97M-V/def2-TZVPD.

Calculated values
* 2S+1: 1
* E_LUMO: 0.817 eV
* orbital gap: 12.27 eV
* E_HOMO: -11.454 eV

Each atom is followed by the atoms it is bonded to, with distances in Å.
Geometry (Å):
1 O 1.97288 -0.12562 0.49468  H2 0.939, H3 0.948
2 H 2.22229 -0.78497 -0.12600  O1 0.939
3 H 1.25646 0.26883 0.01536  O1 0.948
4 O -1.62220 0.30146 -0.44133  H5 0.955, H6 0.975
5 H -1.72226 -0.57710 -0.08190  O4 0.955
6 H -2.10718 0.91740 0.13919  O4 0.975

Electronic structure analysis, Löwdin charges in units of e: O -0.0360; H 0.0132; H 0.0080; O -0.0618; H 0.0270; H 0.0495

***

Here is how they stack up, most stable first: arrangement ii, arrangement i.

***

Arrangement i

This record from the Open Molecules 2025 dataset describes 2 unconnected molecules or ions with the total composition H4O2. The level of theory is wB97M-V/def2-TZVPD.

Calculated values
* 2S+1: 1
* E_LUMO: 0.629 eV
* orbital gap: 11.32 eV
* E_HOMO: -10.694 eV

Each atom is followed by the atoms it is bonded to, with distances in Å.
Geometry (Å):
1 O -1.56669 0.06531 -0.12857  H2 0.993, H3 1.008
2 H -2.07146 -0.57594 0.43778  O1 0.993
3 H -0.56554 -0.04789 -0.09495  O1 1.008
4 O 1.14497 -0.09420 0.00231  H5 1.014, H6 0.966
5 H 1.07835 0.88848 0.24407  O4 1.014
6 H 1.98036 -0.23576 -0.46064  O4 0.966

Electronic structure analysis, Löwdin charges in units of e: O -0.1284; H 0.0507; H -0.0094; O -0.0775; H 0.1054; H 0.0593

***

Arrangement ii

This record from the Open Molecules 2025 dataset describes 2 unconnected molecules or ions with the total composition H4O2. The level of theory is wB97M-V/def2-TZVPD.

Calculated values
* 2S+1: 1
* E_LUMO: 0.697 eV
* orbital gap: 11.34 eV
* E_HOMO: -10.646 eV

Each atom is followed by the atoms it is bonded to, with distances in Å.
Geometry (Å):
1 O 0.15587 0.46114 1.16163  H2 0.985, H3 0.961
2 H 0.70942 -0.04057 1.80428  O1 0.985
3 H -0.72042 0.54705 1.54769  O1 0.961
4 O -0.21963 -0.37147 -1.32604  H5 0.982, H6 0.985
5 H 0.17651 -1.26680 -1.40288  O4 0.982
6 H 0.34461 0.04300 -0.63382  O4 0.985

Electronic structure analysis, Löwdin charges in units of e: O -0.0635; H 0.0755; H 0.0559; O -0.1080; H 0.0398; H 0.0004

***

Arrangement iii

This record from the Open Molecules 2025 dataset describes 2 unconnected molecules or ions with the total composition H4O2. The level of theory is wB97M-V/def2-TZVPD.

Calculated values
* 2S+1: 1
* E_LUMO: 0.631 eV
* orbital gap: 12.00 eV
* E_HOMO: -11.371 eV

Each atom is followed by the atoms it is bonded to, with distances in Å.
Geometry (Å):
1 O 1.53787 -0.11234 -0.08162  H2 0.921, H3 1.003
2 H 1.48386 -0.09899 0.83810  O1 0.921
3 H 1.74540 0.86435 -0.17813  O1 1.003
4 O -1.64713 0.07449 0.00423  H5 0.894, H6 0.986
5 H -0.83233 0.43099 0.09400  O4 0.894
6 H -1.52281 -0.89350 -0.13491  O4 0.986

Electronic structure analysis, Löwdin charges in units of e: O -0.0459; H -0.0050; H 0.0835; O -0.0291; H -0.0697; H 0.0661

***

Here is how they stack up, most stable first: arrangement ii, arrangement i, arrangement iii.

***

Arrangement i

This record from the Open Molecules 2025 dataset describes 2 unconnected molecules or ions with the total composition H4O2. The level of theory is wB97M-V/def2-TZVPD.

Calculated values
* 2S+1: 1
* E_LUMO: 0.641 eV
* orbital gap: 11.38 eV
* E_HOMO: -10.743 eV

Each atom is followed by the atoms it is bonded to, with distances in Å.
Geometry (Å):
1 O 0.88971 0.45346 0.52390  H2 0.976, H3 0.979
2 H 1.37329 -0.16651 1.10276  O1 0.976
3 H 0.95368 1.40266 0.75412  O1 0.979
4 O -1.08382 -0.34794 -1.14641  H5 0.952, H6 0.978
5 H -0.51805 -0.22950 -0.39001  O4 0.952
6 H -1.61481 -1.11217 -0.84437  O4 0.978

Electronic structure analysis, Löwdin charges in units of e: O -0.0622; H 0.0699; H 0.0753; O -0.0802; H -0.0447; H 0.0420

***

Arrangement ii

This record from the Open Molecules 2025 dataset describes 2 unconnected molecules or ions with the total composition H4O2. The level of theory is wB97M-V/def2-TZVPD.

Calculated values
* 2S+1: 1
* E_LUMO: 0.696 eV
* orbital gap: 11.61 eV
* E_HOMO: -10.910 eV

Each atom is followed by the atoms it is bonded to, with distances in Å.
Geometry (Å):
1 O -1.22946 -0.02038 -0.21443  H2 0.929, H3 0.956
2 H -1.70616 0.48012 0.40642  O1 0.929
3 H -1.60106 -0.89957 -0.16724  O1 0.956
4 O 1.78769 -0.15903 -0.13742  H5 0.978, H6 1.033
5 H 1.77026 0.78491 -0.39110  O4 0.978
6 H 0.97873 -0.18605 0.50378  O4 1.033

Electronic structure analysis, Löwdin charges in units of e: O -0.0247; H 0.0129; H 0.0456; O -0.1235; H 0.0309; H 0.0588

***

Here is how they stack up, most stable first: arrangement i, arrangement ii.